Entry 1:
This record from OMol25 describes C11H19Br3F4O3 as an isolated structure. The level of theory is wB97M-V/def2-TZVPD.

## Properties
Total charge ... 0
Gap between HOMO and LUMO ... 9.8 eV
2S+1 ... 1
Lowest unoccupied orbital energy ... 0.08 eV
E_HOMO ... -9.751 eV

Last column: Löwdin charge in e.
Geometry (Å):
1 C -2.670 1.383 0.163  -0.10
2 C -2.190 1.038 -1.249  -0.25
3 C -2.273 -0.461 -1.525  -0.16
4 C -1.100 -1.299 -0.968  -0.16
5 O -0.314 -0.593 -0.024  -0.07
6 C 1.051 -0.672 -0.258  -0.31
7 O 1.593 -1.944 -0.181  -0.03
8 C 1.589 -2.616 1.072  -0.14
9 C 0.288 -3.292 1.443  -0.21
10 O -0.534 -2.399 2.162  -0.19
11 C -1.842 -2.879 2.389  -0.10
12 C 1.715 0.333 0.705  -0.38
13 F 3.037 0.046 0.825  0.13
14 F 1.161 0.276 1.955  0.12
15 C 1.612 1.806 0.273  -0.27
16 F 0.345 2.270 0.456  0.09
17 F 1.932 1.952 -1.044  0.07
18 H -2.012 0.926 0.901  0.06
19 H -2.651 2.456 0.339  0.07
20 H -3.674 0.996 0.322  0.07
21 H -2.834 1.559 -1.957  0.10
22 H -1.175 1.399 -1.387  0.09
23 H -2.314 -0.631 -2.602  0.11
24 H -3.215 -0.844 -1.134  0.10
25 H -0.483 -1.644 -1.799  0.13
26 H -1.502 -2.193 -0.490  0.11
27 H 1.257 -0.335 -1.278  0.17
28 H 2.341 -3.396 0.973  0.13
29 H 1.898 -1.980 1.900  0.13
30 H -0.211 -3.648 0.539  0.12
31 H 0.531 -4.143 2.088  0.13
32 H -2.564 -2.131 2.070  0.08
33 H -1.983 -3.090 3.449  0.09
34 H -2.038 -3.797 1.832  0.09
35 H 2.297 2.394 0.887  0.16
36 C 2.940 4.913 -2.158  -1.65
37 Br 4.443 4.803 -3.354  0.58
38 Br 3.473 5.519 -0.409  0.57
39 Br 1.533 6.005 -2.884  0.58
40 H 2.545 3.915 -2.044  -0.07

***

Entry 2:
This record from OMol25 describes a 5-piece molecular cluster, C11H19Cl12INOS overall. The level of theory is wB97M-V/def2-TZVPD.

## Properties
Total charge ... +1
Gap between HOMO and LUMO ... 9.4 eV
2S+1 ... 1
Lowest unoccupied orbital energy ... -3.23 eV
E_HOMO ... -12.637 eV

Last column: Löwdin charge in e.
Geometry (Å):
1 C -1.328 -2.662 1.082  -0.03
2 C -1.573 -3.020 -0.375  -0.43
3 O -0.696 -4.050 -0.812  -0.02
4 C -1.543 -1.831 -1.335  -0.12
5 C -0.271 -0.982 -1.273  -0.32
6 C 0.486 -0.803 -2.579  -0.07
7 N 1.592 0.141 -2.159  0.05
8 C 1.054 0.958 -0.962  -0.74
9 I 1.468 3.003 -1.218  0.98
10 C -0.393 0.472 -0.795  -0.63
11 S -1.636 1.506 -1.635  0.75
12 H -2.047 -1.917 1.428  0.09
13 H -0.319 -2.267 1.242  0.08
14 H -1.434 -3.549 1.704  0.09
15 H -2.574 -3.446 -0.461  0.15
16 H 0.185 -3.909 -0.453  0.09
17 H -2.419 -1.203 -1.156  0.11
18 H -1.658 -2.238 -2.340  0.09
19 H 0.429 -1.448 -0.563  0.14
20 H 0.908 -1.697 -3.032  0.15
21 H -0.128 -0.275 -3.306  0.11
22 H 2.398 -0.401 -1.850  0.18
23 H 1.905 0.750 -2.916  0.14
24 H 1.655 0.648 -0.109  0.05
25 H -0.656 0.522 0.260  0.07
26 H -1.969 0.746 -2.689  -0.18
27 C -2.020 4.286 0.939  -1.55
28 Cl -1.233 2.865 1.669  0.50
29 Cl -3.529 4.640 1.750  0.57
30 Cl -0.923 5.660 0.957  0.54
31 H -2.231 4.034 -0.093  -0.02
32 C -4.479 -0.229 -4.757  -1.52
33 Cl -5.627 -1.407 -5.344  0.58
34 Cl -5.011 0.513 -3.249  0.55
35 Cl -2.873 -0.982 -4.541  0.54
36 H -4.364 0.553 -5.496  0.02
37 C 3.896 1.801 2.009  -1.56
38 Cl 2.169 2.056 2.320  0.48
39 Cl 4.874 2.661 3.176  0.57
40 Cl 4.262 0.077 1.973  0.52
41 H 4.114 2.201 1.026  -0.01
42 C 4.365 -0.239 6.814  -1.55
43 Cl 5.508 -1.501 6.358  0.53
44 Cl 3.338 0.197 5.441  0.49
45 Cl 3.394 -0.724 8.196  0.54
46 H 4.932 0.640 7.091  0.01

***

Entry 3:
This record from OMol25 describes C11H19Cl3GaO2Yb as an isolated structure at a distorted geometry. The level of theory is wB97M-V/def2-TZVPD.

## Properties
Total charge ... +1
Gap between HOMO and LUMO ... 2.4 eV
2S+1 ... 1
Lowest unoccupied orbital energy ... -7.51 eV
E_HOMO ... -9.886 eV

Last column: Löwdin charge in e.
Geometry (Å):
1 C 1.181 1.510 3.738  -0.14
2 C 1.069 0.713 2.453  -0.83
3 Cl 1.355 -1.018 2.670  0.56
4 C 0.783 1.230 1.289  -0.70
5 Cl 0.471 2.973 1.126  0.61
6 Ga 0.674 0.182 -0.486  0.39
7 C -0.718 1.014 -1.755  -0.26
8 C -2.057 1.340 -1.063  -0.29
9 C -2.496 0.153 -0.161  -0.21
10 C -4.026 0.199 -0.055  -0.18
11 O -4.560 -0.571 1.031  -0.02
12 C -4.310 -1.881 0.939  -0.37
13 O -4.138 -2.444 -0.085  0.09
14 C 2.507 0.521 -1.432  -0.25
15 C 3.492 -0.576 -1.175  -0.85
16 C 2.984 -1.857 -1.771  -0.20
17 Cl 3.985 -0.832 0.542  0.61
18 H 2.170 1.275 4.156  0.07
19 H 1.200 2.578 3.530  0.04
20 H 0.409 1.240 4.460  0.08
21 H 0.384 -1.378 -0.240  -0.02
22 H -0.899 0.322 -2.590  0.05
23 H -0.286 1.924 -2.196  0.05
24 H -2.046 2.269 -0.486  0.09
25 H -2.835 1.456 -1.837  0.11
26 H -2.154 -0.773 -0.630  0.09
27 H -2.010 0.274 0.815  0.11
28 H -4.290 1.254 0.059  0.13
29 H -4.481 -0.106 -1.003  0.13
30 H -4.273 -2.452 1.878  0.15
31 H 2.282 0.561 -2.506  0.07
32 H 2.844 1.512 -1.121  0.07
33 H 4.419 -0.321 -1.719  0.10
34 H 2.784 -1.700 -2.833  0.12
35 H 3.765 -2.617 -1.593  -0.12
36 H 2.051 -2.158 -1.259  0.05
37 Yb 4.769 -3.816 -0.687  1.69